{"formula": "C21H70FINO19P", "method": "ωB97M-V/def2-TZVPD", "elements": ["N", "P", "O", "C", "O", "C", "F", "I", "C", "O", "C", "C", "O", "C", "O", "C", "C", "O", "H", "H", "H", "H", "H", "H", "H", "H", "H", "H", "H", "H", "H", "H", "H", "H", "H", "H", "C", "O", "H", "H", "H", "H", "C", "O", "H", "H", "H", "H", "C", "O", "H", "H", "H", "H", "C", "O", "H", "H", "H", "H", "C", "O", "H", "H", "H", "H", "C", "O", "H", "H", "H", "H", "C", "O", "H", "H", "H", "H", "C", "O", "H", "H", "H", "H", "C", "O", "H", "H", "H", "H", "C", "O", "H", "H", "H", "H", "C", "O", "H", "H", "H", "H", "C", "O", "H", "H", "H", "H", "C", "O", "H", "H", "H", "H"], "coordinates": [[5.260878, -3.546576, -1.186590], [5.375614, -2.944411, -2.769219], [6.927780, -2.327452, -2.687270], [4.453518, -1.345255, -2.546081], [3.923114, -0.929717, -3.835151], [2.713345, -0.318513, -3.800617], [1.746452, -1.247617, -3.542871], [2.365116, 0.435889, -5.800803], [2.548061, 0.843120, -2.800850], [2.217270, 0.403142, -1.509876], [0.829833, 0.244131, -1.212565], [0.517425, -1.178395, -0.727833], [-0.485716, -1.801660, -1.511889], [-1.784663, -1.794950, -0.994438], [-2.568626, -0.780721, -1.572634], [-3.129487, -1.106960, -2.834111], [-4.394614, -1.948977, -2.690733], [-5.037843, -2.127357, -3.945885], [4.830526, -4.461913, -1.161700], [4.830401, -2.942916, -0.492156], [7.285022, -2.199971, -3.577291], [5.129631, -0.562789, -2.184605], [3.637831, -1.467224, -1.829806], [3.508216, 1.362090, -2.735308], [1.811130, 1.557120, -3.183144], [0.219523, 0.455125, -2.098275], [0.584936, 0.991781, -0.444470], [0.194313, -1.158279, 0.319263], [1.426881, -1.780466, -0.791331], [-1.764927, -1.592816, 0.082653], [-2.219500, -2.782994, -1.186487], [-2.389078, -1.613596, -3.472214], [-3.388818, -0.160249, -3.315153], [-5.103077, -1.424885, -2.045238], [-4.179332, -2.913803, -2.213376], [-4.473495, -2.680004, -4.505601], [3.714783, 5.055743, -2.112790], [3.452312, 3.698643, -1.771536], [4.567315, 5.039428, -2.789500], [2.871352, 5.521284, -2.624313], [3.984118, 5.650102, -1.234793], [2.702443, 3.675511, -1.169180], [-6.245146, 0.365834, -0.124201], [-6.623870, -1.007631, -0.131163], [-5.404008, 0.460682, -0.809253], [-7.052409, 1.017593, -0.468525], [-5.928130, 0.699685, 0.865883], [-7.354235, -1.120086, 0.483868], [0.375066, 0.109556, 3.085956], [0.221318, -1.242596, 2.707054], [-0.168206, 0.720745, 2.365461], [-0.047280, 0.310424, 4.076530], [1.424167, 0.418785, 3.077895], [0.733640, -1.780978, 3.320981], [3.875873, -0.407588, 1.392146], [3.831249, -1.751901, 0.932672], [3.173511, 0.154205, 0.779518], [3.587451, -0.335593, 2.445324], [4.872305, 0.029104, 1.275883], [4.422222, -2.268306, 1.500004], [3.543602, -3.618813, 4.115902], [4.657408, -3.338527, 3.272162], [2.681916, -3.736871, 3.460488], [3.693786, -4.536430, 4.686931], [3.347440, -2.792303, 4.800331], [5.433110, -3.216699, 3.828149], [0.351451, 4.157578, -4.023268], [0.659691, 5.385769, -3.383836], [0.859673, 4.149116, -4.985328], [0.709602, 3.300101, -3.444506], [-0.722517, 4.041245, -4.198745], [0.255633, 5.348148, -2.510003], [5.365207, 2.785559, 3.150051], [4.739721, 1.939353, 4.109516], [4.990242, 2.489177, 2.172817], [5.116125, 3.835947, 3.319512], [6.451414, 2.669412, 3.154663], [5.072050, 2.182944, 4.978990], [-6.912779, -4.650523, -5.283047], [-6.095979, -4.971424, -6.402716], [-6.505631, -5.204000, -4.438897], [-6.877441, -3.586982, -5.040508], [-7.952068, -4.958568, -5.427686], [-6.422550, -4.489170, -7.167700], [3.649420, -4.756639, 7.761259], [4.814122, -4.535331, 6.978802], [2.822408, -4.868675, 7.062606], [3.723831, -5.668228, 8.359282], [3.428632, -3.912471, 8.419490], [5.566427, -4.430174, 7.568297], [0.256428, 3.771236, 0.656397], [0.051668, 4.698277, -0.404573], [1.255740, 3.960058, 1.045487], [-0.461144, 3.915186, 1.466913], [0.201613, 2.735289, 0.310616], [-0.849315, 4.574400, -0.722560], [2.985850, -0.162356, 6.054327], [1.842960, -0.972967, 5.807752], [3.837147, -0.838789, 6.118762], [3.172369, 0.547434, 5.244922], [2.902373, 0.379491, 7.000596], [1.072706, -0.399464, 5.756252], [-9.563255, 1.486132, -2.288057], [-9.085689, 2.625502, -1.577466], [-9.005936, 1.448696, -3.221189], [-9.382474, 0.556537, -1.742607], [-10.627504, 1.568289, -2.519476], [-9.611028, 2.701233, -0.774634], [-6.343750, 4.244152, 0.747040], [-7.227556, 3.285118, 1.307226], [-5.475431, 4.285208, 1.402365], [-6.014470, 3.959339, -0.255945], [-6.790300, 5.240928, 0.701004], [-7.988391, 3.214029, 0.723575]], "forces_ev_per_angstrom": [[-0.325, 0.041, -0.260], [0.282, 0.081, 0.193], [-0.098, 0.035, -0.292], [-0.276, 0.159, 0.062], [0.315, -0.073, 0.058], [0.045, 0.177, 0.105], [-0.355, -0.189, 0.020], [0.048, 0.006, -0.023], [0.140, 0.148, -0.110], [0.011, 0.018, 0.183], [0.017, 0.098, -0.233], [-0.133, 0.320, 0.149], [-0.032, -0.418, -0.014], [0.133, 0.163, -0.036], [-0.108, 0.007, 0.256], [0.054, -0.076, -0.186], [-0.050, 0.148, 0.153], [0.239, -0.152, -0.132], [0.150, 0.054, 0.038], [0.082, 0.032, -0.040], [-0.076, -0.127, 0.209], [-0.038, -0.097, 0.043], [0.101, -0.081, -0.080], [-0.135, 0.004, -0.062], [0.064, -0.181, 0.076], [0.047, -0.072, 0.107], [0.010, -0.248, -0.103], [0.146, -0.083, -0.087], [-0.072, 0.056, -0.033], [-0.056, -0.060, -0.101], [0.051, 0.119, -0.039], [-0.062, 0.059, 0.102], [0.020, -0.091, 0.024], [0.044, -0.116, -0.102], [-0.001, 0.073, -0.081], [-0.165, 0.119, 0.127], [0.118, 0.053, -0.085], [-0.070, -0.031, 0.110], [0.017, 0.025, 0.013], [-0.006, -0.054, 0.037], [0.006, -0.013, 0.019], [-0.042, 0.036, -0.071], [0.029, -0.010, -0.019], [-0.067, 0.061, 0.028], [0.012, 0.024, 0.021], [0.002, -0.012, -0.022], [-0.002, -0.007, 0.004], [0.046, -0.028, -0.017], [0.083, 0.112, -0.024], [-0.017, -0.040, 0.136], [-0.030, -0.047, -0.029], [-0.059, 0.029, -0.022], [-0.006, 0.024, 0.023], [0.034, 0.012, -0.046], [-0.083, -0.074, -0.052], [0.263, -0.029, -0.036], [0.030, 0.071, 0.013], [0.010, 0.001, 0.001], [0.004, 0.007, -0.026], [-0.265, -0.087, 0.255], [-0.124, 0.060, -0.086], [0.190, 0.069, -0.039], [0.012, -0.023, -0.015], [0.016, 0.037, -0.042], [-0.043, -0.042, 0.047], [-0.027, -0.068, -0.011], [0.079, -0.078, -0.083], [-0.287, -0.082, 0.015], [0.000, 0.003, 0.006], [-0.020, 0.056, -0.011], [-0.005, 0.018, -0.010], [0.275, 0.129, 0.082], [-0.037, -0.026, -0.017], [0.058, 0.069, 0.039], [0.001, 0.015, -0.002], [0.003, 0.010, -0.030], [0.004, -0.006, -0.010], [-0.021, -0.032, -0.028], [0.033, -0.023, 0.064], [-0.019, 0.052, -0.059], [-0.033, 0.016, 0.018], [-0.012, 0.001, 0.007], [0.007, -0.019, -0.041], [0.018, -0.016, 0.035], [-0.075, 0.011, -0.050], [0.121, 0.062, 0.047], [-0.015, -0.001, 0.026], [0.018, -0.005, -0.009], [0.020, 0.010, -0.005], [-0.031, -0.034, -0.008], [0.150, -0.003, 0.057], [-0.232, -0.095, -0.122], [-0.004, -0.036, 0.026], [-0.012, 0.031, -0.003], [-0.009, 0.127, 0.024], [0.001, 0.030, 0.064], [0.088, -0.015, -0.043], [-0.111, -0.012, -0.028], [0.011, 0.024, 0.015], [-0.040, -0.041, 0.003], [-0.018, -0.023, 0.017], [0.029, -0.024, 0.035], [0.125, -0.022, -0.123], [-0.087, -0.032, 0.260], [-0.018, -0.025, 0.001], [0.011, 0.011, 0.021], [0.000, 0.023, 0.008], [-0.081, 0.045, -0.103], [0.085, -0.025, 0.028], [-0.101, 0.079, -0.002], [0.007, 0.023, -0.023], [-0.010, -0.020, -0.001], [-0.019, -0.006, 0.013], [0.102, -0.052, -0.055]], "homo_ha": -0.31023, "e_lumo_ev": 0.2, "spin_multiplicity": 1, "energy_ha": -3065.069809}